Record 1
A cluster of 9 separate species, C20H37IN3O33PS8 in total in a non-equilibrium geometry. Source: the Open Molecules 2025 dataset; level of theory: ωB97M-V/def2-TZVPD.

SMILES string: N#C[C@H](N)[C@H](C#N)P(O)I.O=S1(=O)OCCO1.O=S1(=O)OCCO1.O=S1(=O)OCCO1.O=S1(=O)OCCO1.O=S1(=O)OCCO1.O=S1(=O)OCCO1.O=S1(=O)OCCO1.O=S1(=O)OCCO1
LUMO energy: 0.020 eV
HOMO energy: -0.3230 Eh
gap between HOMO and LUMO: 8.81 eV

Last column: Mulliken charge in e.
Geometry (Å):
N1 2.894 2.710 3.564  -0.43
C1 2.470 2.389 2.576  -0.06
C2 1.911 1.757 1.324  0.25
N2 2.135 2.629 0.147  -0.33
C3 0.418 1.335 1.571  0.15
C4 0.157 0.077 0.801  -0.13
N3 0.099 -0.947 0.361  -0.48
P1 -0.868 2.616 1.074  0.35
O1 -0.422 4.084 1.748  -0.51
I1 -2.910 1.794 2.210  -0.14
H1 2.467 0.818 1.134  0.15
H2 2.626 3.459 0.476  0.27
H3 2.815 2.162 -0.453  0.02
H4 0.308 1.120 2.649  0.54
H5 -0.631 4.748 1.075  0.36
C5 0.505 0.365 -4.602  -0.21
C6 0.611 -0.045 -3.150  -0.35
O2 1.232 1.075 -2.504  -0.27
S1 0.778 2.436 -3.243  1.04
O3 -0.290 3.012 -2.509  -0.50
O4 1.945 3.170 -3.587  -0.59
O5 0.178 1.764 -4.573  -0.33
H6 1.457 0.249 -5.113  0.25
H7 -0.262 -0.191 -5.135  0.33
H8 1.204 -0.946 -3.013  0.36
H9 -0.376 -0.189 -2.702  0.24
C7 4.840 -1.565 -7.907  -0.40
C8 5.545 -1.421 -6.573  -0.38
O6 4.494 -1.441 -5.604  -0.15
S2 3.305 -2.384 -6.127  1.02
O7 3.446 -3.663 -5.531  -0.57
O8 2.092 -1.644 -6.067  -0.51
O9 3.773 -2.489 -7.664  -0.33
H10 4.403 -0.616 -8.228  0.29
H11 5.499 -1.942 -8.686  0.33
H12 6.117 -0.499 -6.499  0.33
H13 6.202 -2.273 -6.377  0.31
C9 6.633 0.268 -0.166  -0.26
C10 5.278 0.939 -0.201  -0.27
O10 5.016 1.164 -1.591  -0.28
S3 5.687 -0.020 -2.455  1.16
O11 4.689 -0.987 -2.742  -0.53
O12 6.500 0.562 -3.464  -0.58
O13 6.639 -0.610 -1.298  -0.37
H14 7.437 0.995 -0.292  0.18
H15 6.793 -0.294 0.752  0.34
H16 5.267 1.877 0.349  0.57
H17 4.498 0.277 0.189  0.14
C11 10.326 3.873 -0.297  -0.27
C12 9.977 5.347 -0.338  -0.36
O14 8.564 5.391 -0.115  -0.31
S4 8.141 4.184 0.859  0.99
O15 8.045 4.680 2.184  -0.57
O16 7.085 3.460 0.241  -0.39
O17 9.498 3.326 0.737  -0.32
H18 10.070 3.378 -1.237  0.26
H19 11.376 3.701 -0.072  0.32
H20 10.230 5.808 -1.289  0.32
H21 10.466 5.894 0.472  0.29
C13 -3.829 -3.496 0.453  -0.25
C14 -4.703 -3.197 1.654  -0.27
O18 -5.115 -1.837 1.471  -0.29
S5 -5.255 -1.528 -0.102  1.05
O19 -6.622 -1.664 -0.467  -0.52
O20 -4.499 -0.368 -0.399  -0.49
O21 -4.461 -2.821 -0.643  -0.33
H22 -2.826 -3.080 0.576  0.23
H23 -3.756 -4.562 0.251  0.31
H24 -4.173 -3.313 2.596  0.32
H25 -5.598 -3.824 1.662  0.22
C15 -9.886 -3.854 -2.793  -0.35
C16 -9.106 -3.688 -1.504  -0.17
O22 -10.095 -3.722 -0.473  -0.24
S6 -11.294 -4.692 -0.917  1.12
O23 -11.080 -5.967 -0.323  -0.54
O24 -12.516 -3.984 -0.782  -0.56
O25 -10.919 -4.799 -2.479  -0.34
H26 -10.360 -2.917 -3.093  0.32
H27 -9.267 -4.223 -3.607  0.31
H28 -8.548 -2.757 -1.470  0.25
H29 -8.423 -4.527 -1.345  0.23
C17 -10.829 -5.640 2.769  -0.30
C18 -10.899 -5.912 4.257  -0.41
O26 -9.545 -5.803 4.711  -0.33
S7 -8.775 -4.701 3.822  1.09
O27 -8.778 -3.469 4.526  -0.55
O28 -7.581 -5.285 3.319  -0.54
O29 -9.848 -4.604 2.630  -0.19
H30 -10.479 -6.515 2.220  0.27
H31 -11.783 -5.315 2.360  0.34
H32 -11.300 -6.898 4.482  0.32
H33 -11.492 -5.153 4.774  0.31
C19 2.534 4.727 6.361  -0.13
C20 3.568 5.768 5.991  -0.32
O30 3.710 6.573 7.167  -0.32
S8 3.481 5.655 8.471  1.12
O31 4.748 5.255 8.973  -0.53
O32 2.502 6.276 9.288  -0.54
O33 2.814 4.392 7.726  -0.33
H34 1.522 5.138 6.312  0.28
H35 2.595 3.843 5.731  0.18
H36 3.262 6.377 5.144  0.31
H37 4.535 5.307 5.776  0.31

Forces on the atoms, in the same order (eV/Å):
N 1.363 1.337 3.016
C -1.834 -2.158 -3.781
C 0.409 0.393 -0.031
N 0.462 -0.196 0.660
C 0.184 -0.093 0.735
C 0.440 4.886 2.793
N -0.406 -3.986 -2.053
P -0.536 0.944 -1.852
O 0.092 -1.392 0.319
I 0.642 0.084 0.290
H -0.232 0.376 0.547
H -0.355 0.093 -0.275
H -0.412 0.121 -0.202
H 0.067 -0.261 -0.468
H 0.057 -0.147 0.104
C 0.467 -0.240 -0.156
C -0.605 -0.245 0.005
O 0.212 0.394 -0.388
S -0.066 -0.739 -0.192
O 0.061 0.326 -0.094
O -0.073 0.108 0.285
O -0.098 0.160 0.652
H -0.059 0.012 0.013
H -0.077 0.217 -0.013
H 0.195 0.193 0.096
H 0.032 -0.032 -0.001
C 0.042 0.534 -0.121
C 0.425 -0.370 -0.135
O -0.556 0.071 -0.452
S 0.761 0.139 -0.159
O -0.388 0.040 -0.079
O 0.018 -0.328 0.147
O 0.075 -0.119 0.496
H 0.043 -0.006 0.005
H -0.162 -0.205 0.026
H -0.206 0.060 0.211
H 0.020 0.035 -0.045
C 0.332 0.430 0.189
C -0.275 -0.297 0.383
O 0.518 -0.112 -0.215
S -0.070 0.113 0.643
O 0.180 0.009 -0.153
O -0.241 -0.110 -0.124
O -0.507 0.051 -0.241
H -0.072 0.037 0.047
H -0.027 -0.201 -0.171
H 0.061 0.110 -0.268
H 0.074 -0.063 0.006
C 0.063 -0.051 -0.583
C 0.459 0.166 0.346
O -0.211 -0.632 -0.045
S 0.650 0.367 -0.207
O -0.240 -0.277 -0.032
O -0.106 0.112 0.196
O -0.301 0.399 0.174
H 0.028 0.032 0.004
H -0.111 -0.089 0.223
H -0.283 0.004 -0.022
H 0.035 -0.023 -0.042
C 0.530 0.075 0.329
C -0.354 -0.564 -0.072
O 0.307 0.242 -0.514
S 0.385 -0.524 0.530
O 0.054 0.166 -0.269
O -0.304 0.118 -0.075
O -0.516 0.172 0.201
H -0.017 -0.019 0.004
H -0.147 0.075 -0.204
H -0.038 0.276 0.004
H 0.055 -0.034 0.062
C 0.019 0.528 -0.070
C 0.549 -0.288 -0.250
O -0.654 0.011 -0.276
S 0.685 0.355 -0.395
O -0.387 0.004 -0.017
O -0.015 -0.266 0.261
O 0.088 -0.155 0.531
H 0.030 -0.014 0.006
H -0.154 -0.215 0.044
H -0.152 0.030 0.229
H 0.027 0.041 -0.048
C -0.040 -0.581 -0.098
C -0.435 0.407 0.070
O 0.349 0.009 -0.489
S -0.702 -0.214 -0.105
O 0.297 -0.027 -0.160
O 0.096 0.180 0.198
O 0.175 0.116 0.569
H -0.074 0.023 -0.012
H 0.142 0.191 -0.047
H 0.268 -0.045 0.071
H -0.026 -0.039 -0.027
C -0.479 0.131 -0.331
C 0.383 -0.409 -0.206
O -0.429 -0.158 0.336
S -0.087 -0.138 -0.555
O -0.188 0.019 0.207
O 0.245 0.053 0.092
O 0.499 0.359 0.118
H 0.030 0.019 -0.016
H 0.100 -0.059 0.220
H -0.024 0.185 0.197
H -0.049 -0.020 -0.056

=====

Record 2
A structure of composition C17H28BrF3NO10P2SV. Source: the Open Molecules 2025 dataset; level of theory: ωB97M-V/def2-TZVPD.

<S²>: 0.8024
LUMO energy (alpha / beta): -5.308 / -4.186 eV
HOMO energy (alpha / beta): -0.4318 / -0.4336 Eh
net charge: +1
gap between HOMO and LUMO (alpha / beta): 6.44 / 7.61 eV
multiplicity: 2

Last column: Löwdin spin population.
Geometry (Å):
V1 -0.156 0.025 -2.524  1.14
N1 -2.662 -3.958 -2.926  0.00
C1 -1.378 -3.552 -2.215  0.00
C2 -0.859 -4.763 -1.441  0.00
P1 -0.098 -3.025 -3.452  0.00
O1 -0.738 -3.670 -4.769  0.00
O2 1.247 -3.489 -3.112  0.00
O3 -0.317 -1.503 -3.606  -0.01
P2 -2.001 -2.216 -1.027  0.01
O4 -1.229 -2.492 0.338  0.00
O5 -3.453 -2.502 -0.953  0.00
O6 -1.552 -0.827 -1.459  0.03
H1 -2.704 -3.600 -3.882  0.00
H2 -3.431 -3.554 -2.333  0.00
H3 -2.747 -4.972 -2.971  0.00
H4 -0.595 -5.570 -2.128  0.00
H5 -1.606 -5.120 -0.729  0.00
H6 0.041 -4.493 -0.895  0.00
H7 -0.106 -3.832 -5.484  0.00
H8 -1.792 -2.902 1.007  0.00
C3 2.830 -1.202 4.222  0.00
C4 1.976 0.061 4.105  0.00
C5 0.762 -0.085 5.035  0.00
C6 2.822 1.265 4.544  0.00
C7 1.490 0.298 2.679  -0.02
C8 1.839 -0.544 1.631  0.00
C9 1.372 -0.257 0.369  -0.02
Br1 1.744 -1.385 -1.112  0.00
C10 0.576 0.848 0.102  -0.01
O7 0.218 1.054 -1.183  -0.11
C11 0.188 1.713 1.140  -0.02
C12 0.668 1.396 2.402  0.00
C13 -0.721 2.914 0.880  0.00
C14 -1.008 3.688 2.170  0.00
C15 -0.042 3.880 -0.103  0.00
C16 -2.068 2.433 0.316  0.00
H9 3.141 -1.329 5.259  0.00
H10 3.734 -1.137 3.614  0.00
H11 2.272 -2.095 3.933  0.00
H12 1.101 -0.275 6.055  0.00
H13 0.132 -0.921 4.724  0.00
H14 0.149 0.816 5.053  0.00
H15 3.171 1.117 5.567  0.00
H16 2.250 2.193 4.516  0.00
H17 3.694 1.383 3.899  0.00
H18 2.456 -1.416 1.787  0.00
H19 0.391 2.036 3.225  0.00
H20 -0.096 4.087 2.617  0.00
H21 -1.525 3.072 2.908  0.00
H22 -1.655 4.534 1.935  0.00
H23 0.909 4.233 0.300  0.00
H24 -0.685 4.746 -0.261  0.00
H25 0.143 3.418 -1.069  0.00
H26 -2.555 1.751 1.016  0.00
H27 -1.963 1.923 -0.639  0.00
H28 -2.726 3.291 0.167  0.00
F1 0.471 3.601 -3.432  0.00
C17 0.297 3.222 -4.694  0.00
F2 1.384 3.473 -5.397  0.00
F3 -0.743 3.840 -5.215  0.00
S1 -0.005 1.399 -4.719  0.00
O8 -0.195 1.011 -6.063  0.00
O9 1.104 0.779 -3.949  0.00
O10 -1.162 1.181 -3.772  0.00

Forces on the atoms, in the same order (eV/Å):
V -0.211 -0.084 0.219
N -0.007 0.016 -0.018
C 0.103 0.098 -0.051
C -0.013 -0.016 0.014
P -0.190 -0.235 0.108
O -0.008 0.012 0.018
O -0.012 0.018 -0.012
O 0.348 0.303 0.002
P 0.015 0.015 0.206
O -0.036 0.005 -0.071
O 0.007 0.016 -0.013
O 0.146 0.109 -0.234
H -0.048 0.010 0.007
H -0.015 0.004 -0.005
H 0.049 -0.006 -0.035
H -0.012 -0.009 0.001
H -0.008 -0.002 -0.007
H 0.000 0.006 -0.008
H 0.007 -0.001 0.015
H 0.002 -0.009 -0.003
C -0.018 0.027 -0.021
C -0.002 0.039 0.035
C 0.013 -0.001 -0.010
C -0.018 -0.026 0.003
C 0.003 -0.002 -0.011
C 0.057 -0.120 -0.015
C -0.080 0.144 -0.040
Br -0.074 0.071 0.014
C 0.245 0.064 0.489
O -0.230 -0.345 -0.640
C -0.033 0.003 -0.131
C 0.022 -0.037 0.001
C -0.046 0.059 0.046
C 0.029 -0.034 -0.026
C -0.002 -0.032 0.017
C 0.043 -0.011 0.007
H 0.002 -0.002 0.006
H -0.002 -0.013 -0.006
H 0.012 -0.012 0.004
H -0.002 0.000 0.005
H -0.007 -0.001 0.010
H -0.005 -0.001 -0.008
H 0.006 0.007 0.004
H 0.002 0.004 0.006
H 0.004 0.008 0.002
H 0.005 0.003 0.002
H -0.004 0.013 0.002
H -0.002 0.005 0.011
H -0.001 0.005 0.012
H -0.004 -0.001 -0.003
H 0.005 0.008 -0.008
H 0.002 0.008 -0.010
H 0.004 0.013 0.025
H -0.009 -0.005 -0.007
H -0.014 -0.002 0.001
H -0.002 0.006 0.001
F -0.005 0.040 -0.109
C 0.055 -0.075 0.192
F 0.030 -0.004 -0.001
F -0.051 -0.006 0.006
S -0.077 0.073 -0.321
O -0.006 0.071 0.016
O 0.213 -0.029 0.092
O -0.175 -0.159 0.224